Molecular formula: C48H72O36
Method: DFT, ωB97M-V/def2-TZVPD

Element x y z (Å)
C (-12.01753, -2.33575, 3.65287)
C (-10.84732, -2.15831, 4.62065)
C (-9.77259, -3.17011, 4.28977)
O (-8.65964, -2.33853, 4.17716)
C (-9.02046, -1.04103, 4.10314)
O (-8.25588, -0.10763, 3.87242)
O (-10.34190, -0.92926, 4.23677)
H (-11.69910, -2.26344, 2.61293)
H (-12.84626, -1.63691, 3.76652)
H (-12.44630, -3.32885, 3.78715)
H (-11.08912, -2.25631, 5.67897)
H (-9.98755, -3.67156, 3.34614)
H (-9.69038, -3.91360, 5.08260)
C (-8.19936, 10.99190, -4.14011)
C (-6.64366, 10.59229, -4.02681)
C (-5.90052, 11.27867, -2.84614)
O (-5.69768, 10.27630, -1.90551)
C (-6.06008, 9.13720, -2.37526)
O (-5.94478, 8.08808, -1.72788)
O (-6.57746, 9.27067, -3.65014)
H (-8.30802, 12.06469, -4.29952)
H (-8.84233, 10.66582, -3.32257)
H (-8.77909, 10.40521, -4.85272)
H (-6.13340, 10.74744, -4.97741)
H (-6.62184, 12.04298, -2.55698)
H (-4.98576, 11.72693, -3.23393)
C (4.36372, -7.33850, -2.01597)
C (3.70170, -8.73905, -1.93233)
C (2.24919, -8.84689, -1.54788)
O (1.64850, -9.65408, -2.52844)
C (2.52063, -9.89825, -3.55247)
O (2.23508, -10.48955, -4.64718)
O (3.70725, -9.33374, -3.20611)
H (4.55056, -6.99779, -0.99759)
H (3.67455, -6.63571, -2.48419)
H (5.29221, -7.31081, -2.58627)
H (4.34845, -9.32000, -1.27483)
H (1.75918, -7.87540, -1.48306)
H (2.30059, -9.24314, -0.53375)
C (0.15242, 2.25195, -7.20152)
C (0.38397, 3.60710, -6.54544)
C (-0.42792, 3.74994, -5.23734)
O (0.60154, 4.27163, -4.35173)
C (1.79455, 4.19380, -4.92548)
O (2.86692, 4.36400, -4.34887)
O (1.72098, 3.83516, -6.21371)
H (0.80112, 1.51731, -6.72445)
H (0.41437, 2.28785, -8.25898)
H (-0.89857, 1.98780, -7.08438)
H (0.11460, 4.40095, -7.24210)
H (-0.64576, 2.73978, -4.89063)
H (-1.35149, 4.31924, -5.34234)
C (-0.24598, 1.66137, 1.89337)
C (0.07246, 0.16582, 1.54516)
C (-1.12318, -0.80523, 1.62189)
O (-1.14937, -1.56622, 0.37961)
C (-0.17201, -1.02470, -0.39915)
O (0.02974, -1.33372, -1.58436)
O (0.51379, -0.08493, 0.22636)
H (-0.55790, 1.82138, 2.92545)
H (-1.05705, 2.06229, 1.28548)
H (0.53590, 2.37958, 1.64650)
H (0.78001, -0.16978, 2.30335)
H (-2.04303, -0.24094, 1.77539)
H (-1.08233, -1.38299, 2.54527)
C (3.68093, -2.78096, 12.65643)
C (2.55703, -2.03052, 11.90181)
C (2.24220, -0.59778, 12.37165)
O (2.08045, 0.09768, 11.21358)
C (2.72803, -0.62317, 10.21898)
O (2.90756, -0.12517, 9.13974)
O (3.02727, -1.82848, 10.54546)
H (4.53148, -2.13162, 12.86386)
H (4.05101, -3.67102, 12.14760)
H (3.30544, -3.05454, 13.64247)
H (1.66893, -2.65408, 12.00445)
H (2.97975, -0.25221, 13.09601)
H (1.36471, -0.76914, 12.99515)
C (2.44384, 9.98838, 0.48141)
C (3.71715, 10.93119, 0.72084)
C (4.99984, 10.43305, 0.22133)
O (5.48971, 11.50081, -0.58437)
C (4.63595, 12.51507, -0.60822)
O (4.78611, 13.55384, -1.11082)
O (3.50834, 12.14133, 0.04932)
H (2.65533, 9.03749, 0.97047)
H (2.19170, 9.84397, -0.56915)
H (1.65094, 10.58165, 0.93687)
H (3.95217, 11.26225, 1.73241)
H (4.82871, 9.55782, -0.40540)
H (5.76383, 10.13157, 0.93795)
C (6.99332, -6.91261, 7.78888)
C (6.00026, -7.80578, 6.96419)
C (4.67408, -8.17919, 7.71133)
O (3.66726, -7.73029, 6.88607)
C (4.16015, -7.02003, 5.84459)
O (3.49510, -6.40626, 5.02427)
O (5.53027, -7.10000, 5.84091)
H (6.73184, -5.85845, 7.88098)
H (7.96327, -6.84754, 7.29586)
H (7.07777, -7.40912, 8.75555)
H (6.56351, -8.70835, 6.72707)
H (4.60953, -7.79480, 8.72926)
H (4.63807, -9.26627, 7.78261)
C (-5.30869, -4.48486, -7.52199)
C (-5.14656, -5.96633, -7.11442)
C (-4.46237, -6.23063, -5.75118)
O (-5.43318, -7.05791, -5.10737)
C (-6.49051, -7.22235, -5.91932)
O (-7.37866, -8.05769, -5.74329)
O (-6.39800, -6.44959, -6.96282)
H (-4.42254, -3.88899, -7.74054)
H (-5.85292, -3.91863, -6.76615)
H (-5.95514, -4.44412, -8.39867)
H (-4.73164, -6.58386, -7.91104)
H (-4.26125, -5.25982, -5.29821)
H (-3.49333, -6.68190, -5.96431)
C (8.21979, -0.93052, 3.29897)
C (8.74085, 0.11242, 2.26154)
C (7.83906, 1.35212, 2.30334)
O (8.82892, 2.37275, 2.62593)
C (10.04048, 1.87400, 2.80417)
O (11.04383, 2.52447, 3.20210)
O (10.04267, 0.50831, 2.70207)
H (7.22244, -1.26216, 3.01014)
H (8.18092, -0.47428, 4.28814)
H (8.85594, -1.81134, 3.38594)
H (8.83498, -0.17315, 1.21382)
H (6.98209, 1.18790, 2.95658)
H (7.46392, 1.47985, 1.28793)
C (6.99122, -1.73058, -8.54001)
C (7.03186, -0.72854, -7.40022)
C (6.46664, -1.18256, -6.10198)
O (7.60500, -1.14521, -5.24178)
C (8.66221, -0.71158, -5.89097)
O (9.71835, -0.45461, -5.39637)
O (8.40441, -0.61020, -7.18358)
H (7.46648, -1.34665, -9.44269)
H (5.95470, -1.90487, -8.82871)
H (7.40079, -2.67306, -8.17658)
H (6.63349, 0.25217, -7.66023)
H (6.10023, -2.20406, -6.20408)
H (5.70893, -0.48875, -5.73787)
C (-9.66699, 2.82712, -1.73389)
C (-8.94837, 1.72215, -2.48026)
C (-7.53757, 1.34881, -2.12469)
O (-7.54838, -0.02303, -2.06468)
C (-8.77870, -0.47959, -2.03009)
O (-9.03890, -1.66724, -1.95870)
O (-9.60844, 0.53656, -2.09695)
H (-9.26252, 2.86674, -0.72248)
H (-10.72174, 2.63148, -1.54073)
H (-9.61613, 3.78520, -2.25119)
H (-9.10525, 1.87135, -3.54855)
H (-7.35506, 1.73643, -1.12242)
H (-6.78157, 1.77766, -2.78244)

## Properties
- energy relative to the best compared isomer or geometry (same formula, charge and spin) (kcal/mol) = 208.0
- max |F| (eV/Å) = 6.36
- SMILES = C[C@H]1COC(=O)O1.C[C@H]1COC(=O)O1.C[C@H]1COC(=O)O1.C[C@H]1COC(=O)O1.C[C@H]1COC(=O)O1.C[C@H]1COC(=O)O1.C[C@H]1COC(=O)O1.C[C@H]1COC(=O)O1.C[C@H]1COC(=O)O1.C[C@H]1COC(=O)O1.C[C@H]1COC(=O)O1.C[C@H]1COC(=O)O1
- E_tot (Ha) = -4580.82020
- E_LUMO (eV) = 0.1
- net charge = 0